Entry 1:
{"formula": "C6H14NS", "method": "ωB97M-V/def2-TZVPD", "symbols": ["C", "C", "S", "C", "N", "C", "C", "C", "H", "H", "H", "H", "H", "H", "H", "H", "H", "H", "H", "H", "H", "H"], "xyz": [[0.968, -1.188, -1.307], [2.195, -2.121, -1.019], [2.492, -3.438, -2.248], [0.459, -0.731, 0.028], [-0.426, 0.445, 0.037], [-0.191, 1.414, 1.116], [-1.363, 2.315, 1.556], [-1.811, 0.203, -0.435], [1.360, -0.420, -1.998], [0.279, -1.733, -1.955], [2.099, -2.648, -0.069], [2.986, -1.389, -0.798], [0.012, -1.620, 0.520], [1.313, -0.482, 0.689], [0.570, 2.095, 0.666], [0.274, 0.956, 1.987], [-2.051, 1.886, 2.269], [-0.946, 3.252, 1.941], [-1.960, 2.697, 0.733], [-1.638, -0.432, -1.327], [-2.477, -0.249, 0.321], [-2.145, 1.186, -0.708]], "forces_ev_per_angstrom": [[1.34, -0.87, -0.87], [-0.40, 0.07, -0.05], [0.23, 0.47, -0.08], [-0.34, 0.68, 0.86], [-0.85, -0.54, 0.13], [0.22, 0.69, -1.22], [0.50, 0.43, -0.53], [2.25, -0.14, 0.32], [-0.25, 0.29, 0.65], [-0.38, -0.18, 0.50], [-0.52, 0.09, 0.25], [0.48, -0.34, -0.48], [-0.20, 0.27, -0.05], [-0.18, 0.00, -0.49], [-0.19, -0.16, 0.70], [-0.06, -0.18, 0.23], [-0.06, -0.25, 0.29], [0.05, -0.30, 0.48], [-0.07, -0.31, -0.38], [-0.78, 0.28, 0.47], [0.03, -0.14, -0.29], [-0.83, 0.16, -0.46]], "nbo_charge": [-0.45, -0.51, -0.72, -0.21, -0.47, -0.20, -0.62, -0.41, 0.19, 0.21, 0.17, 0.15, 0.16, 0.19, 0.18, 0.17, 0.20, 0.21, 0.20, 0.22, 0.16, 0.19], "charge": -1, "relative_energy_ev": 1.225, "smiles": "CCN(C)CCC[S-]"}

Entry 2:
{"formula": "C3H10NO2", "method": "ωB97M-V/def2-TZVPD", "symbols": ["O", "C", "O", "H", "H", "C", "N", "C", "H", "H", "H", "H", "H", "H", "H", "H"], "xyz": [[-1.751, 0.484, 0.250], [-2.843, 0.498, -0.253], [-3.745, -0.440, -0.013], [-3.206, 1.307, -0.906], [-4.560, -0.231, -0.496], [1.127, 0.570, 1.132], [0.965, -0.539, 0.079], [2.150, -0.589, -0.780], [0.388, 0.412, 1.906], [0.876, 1.460, 0.622], [2.168, 0.534, 1.425], [0.787, -1.403, 0.585], [0.111, -0.299, -0.431], [1.911, -0.855, -1.803], [2.679, 0.362, -0.847], [2.941, -1.272, -0.472]], "forces_ev_per_angstrom": [[0.38, -0.25, -0.27], [-0.40, 0.33, 0.16], [-0.01, -0.01, -0.15], [0.20, -0.02, -0.03], [0.02, -0.16, 0.13], [-0.21, -1.32, -0.44], [-0.02, 1.04, 1.18], [1.45, -0.11, -1.39], [0.21, -0.11, 0.26], [0.00, 1.08, -0.41], [-0.08, 0.12, 0.45], [0.06, -0.23, -0.28], [-0.08, -0.18, 0.00], [-0.39, -0.17, -0.03], [-0.59, 0.27, 0.26], [-0.53, -0.30, 0.56]], "nbo_charge": [-0.65, 0.68, -0.64, 0.12, 0.51, -0.39, -0.50, -0.45, 0.25, 0.23, 0.23, 0.44, 0.46, 0.24, 0.24, 0.25], "charge": 1, "relative_energy_ev": 0.588}

Entry 3:
{"formula": "C9H13CaN4O4S6", "method": "ωB97M-V/def2-TZVPD", "symbols": ["Ca", "S", "S", "S", "S", "C", "C", "S", "O", "O", "C", "C", "N", "C", "N", "C", "C", "N", "O", "O", "C", "H", "H", "H", "H", "H", "H", "H", "H", "H", "H", "H", "H", "H", "S", "C", "N"], "xyz": [[0.080, 0.594, 0.211], [1.892, -1.339, 0.063], [2.832, -0.380, 1.563], [1.595, -0.292, 3.232], [0.031, 0.916, 2.884], [-9.078, 2.807, 0.640], [-8.682, 1.964, 1.833], [-7.217, 2.659, 2.694], [-7.507, 2.668, 4.105], [-6.854, 3.917, 2.096], [-5.839, 1.496, 2.386], [-5.434, 1.660, 0.932], [-4.293, 0.852, 0.584], [-2.997, 1.246, 0.580], [-2.219, 0.283, 0.116], [-3.009, -0.772, -0.181], [-4.320, -0.454, 0.120], [-5.455, -1.249, 0.023], [-6.546, -0.796, 0.425], [-5.318, -2.380, -0.455], [-2.517, 2.570, 1.028], [-10.117, 2.623, 0.371], [-8.460, 2.581, -0.225], [-8.959, 3.863, 0.876], [-8.434, 0.946, 1.548], [-9.452, 1.954, 2.600], [-6.208, 0.495, 2.594], [-5.044, 1.749, 3.086], [-5.211, 2.710, 0.728], [-6.270, 1.350, 0.303], [-2.625, -1.688, -0.587], [-3.306, 3.164, 1.479], [-2.095, 3.115, 0.183], [-1.715, 2.433, 1.758], [0.420, 5.260, -0.661], [0.460, 3.677, -0.639], [0.458, 2.500, -0.648]], "forces_ev_per_angstrom": [[1.24, -1.29, 0.95], [-0.40, -1.13, -0.96], [0.16, 0.96, 0.79], [1.00, -1.05, 0.24], [-1.00, 0.83, -0.03], [0.02, 0.15, -0.11], [0.58, 0.25, 0.09], [0.11, -0.17, 0.61], [-0.02, -0.43, -0.01], [0.06, 0.00, -0.46], [-0.79, 0.48, -0.13], [-0.47, 0.48, 0.06], [0.25, -0.18, -0.01], [-0.78, 0.06, 0.10], [-0.72, -0.53, -0.38], [-0.63, 0.09, 0.14], [1.57, 0.50, -0.12], [-1.39, -1.32, -0.25], [0.99, -0.56, -0.37], [-0.15, 1.24, 0.49], [0.01, 0.11, -0.06], [-0.03, -0.06, 0.01], [0.05, 0.05, -0.07], [-0.07, 0.02, -0.08], [0.00, -0.21, 0.08], [0.06, -0.04, 0.13], [0.00, -0.10, 0.06], [-0.04, 0.17, 0.07], [0.05, -0.20, -0.01], [0.24, 0.23, -0.02], [0.01, -0.19, 0.02], [0.00, 0.04, 0.04], [0.02, 0.08, 0.00], [0.01, 0.03, 0.03], [-0.06, 1.43, 0.03], [0.00, -1.25, -0.19], [0.14, 1.51, -0.73]], "nbo_charge": [1.67, -0.77, -0.12, -0.08, -0.79, -0.62, -0.65, 2.14, -0.94, -0.95, -0.65, -0.25, -0.32, 0.47, -0.58, 0.04, 0.11, 0.51, -0.44, -0.36, -0.71, 0.22, 0.21, 0.24, 0.24, 0.25, 0.25, 0.26, 0.25, 0.24, 0.24, 0.23, 0.28, 0.29, -0.24, 0.16, -0.84], "charge": -1}

Entry 4:
{"formula": "C2H3NO2S2", "method": "ωB97M-V/def2-TZVPD", "symbols": ["C", "C", "N", "O", "O", "S", "S", "H", "H", "H"], "xyz": [[0.752, 1.166, 0.544], [-0.157, -0.662, -0.520], [-0.228, 0.513, 0.251], [3.515, 0.400, 0.902], [2.409, 0.923, -1.305], [1.622, -1.708, -0.146], [2.349, 0.292, 0.005], [0.705, 2.228, 0.917], [-0.924, -1.375, -0.285], [-0.218, -0.472, -1.575]], "forces_ev_per_angstrom": [[2.18, 0.81, 1.02], [1.17, -1.55, 0.94], [-2.41, -0.72, -1.18], [-2.24, -0.41, -1.40], [0.31, -0.72, 0.50], [-1.51, 2.58, -0.24], [1.74, 1.22, 0.57], [0.50, -1.29, -0.21], [-0.16, -0.30, 0.47], [0.41, 0.38, -0.48]], "nbo_charge": [-0.04, -0.23, -0.39, -0.88, -0.92, -0.10, 1.86, 0.25, 0.22, 0.24], "relative_energy_ev": 2.232, "smiles": "O=S1(=O)C=NCS1"}

Entry 5:
{"formula": "C24H22N6O2PdS2", "method": "ωB97M-V/def2-TZVPD", "symbols": ["Pd", "C", "C", "N", "N", "C", "N", "S", "C", "C", "C", "C", "C", "N", "H", "H", "H", "H", "H", "H", "H", "H", "H", "C", "C", "C", "C", "C", "C", "C", "S", "O", "O", "N", "C", "C", "C", "C", "C", "C", "C", "C", "N", "C", "H", "H", "H", "H", "H", "H", "H", "H", "H", "H", "H", "H", "H"], "xyz": [[-2.083, -0.223, -1.345], [-0.586, -4.047, -2.255], [-0.910, -2.594, -2.179], [-2.031, -2.142, -1.743], [-2.997, -3.000, -1.337], [-3.997, -2.392, -0.752], [-5.014, -3.171, -0.308], [-4.173, -0.671, -0.531], [0.074, -1.572, -2.550], [1.336, -1.887, -3.031], [2.226, -0.870, -3.324], [1.840, 0.445, -3.133], [0.567, 0.687, -2.651], [-0.288, -0.292, -2.376], [-1.413, -4.620, -1.856], [0.306, -4.255, -1.661], [-0.396, -4.355, -3.286], [-4.799, -4.146, -0.175], [-5.624, -2.753, 0.372], [1.608, -2.925, -3.161], [3.219, -1.099, -3.689], [2.509, 1.267, -3.344], [0.212, 1.694, -2.470], [5.548, -0.213, 2.952], [4.094, -0.404, 2.604], [3.626, -0.171, 1.314], [2.287, -0.343, 0.999], [1.399, -0.753, 1.984], [1.844, -0.988, 3.277], [3.186, -0.815, 3.578], [-0.321, -0.979, 1.580], [-0.381, -2.188, 0.789], [-1.037, -0.956, 2.833], [-0.677, 0.224, 0.605], [-0.905, 1.497, 1.056], [-0.482, 2.061, 2.256], [-0.665, 3.424, 2.536], [-1.266, 4.271, 1.647], [-1.757, 3.750, 0.435], [-2.415, 4.553, -0.520], [-2.920, 3.998, -1.656], [-2.789, 2.616, -1.846], [-2.160, 1.837, -0.994], [-1.613, 2.367, 0.148], [6.124, 0.109, 2.083], [5.987, -1.142, 3.322], [5.667, 0.538, 3.736], [4.322, 0.156, 0.549], [1.916, -0.150, -0.002], [1.131, -1.294, 4.032], [3.538, -0.995, 4.589], [0.006, 1.430, 2.984], [-0.305, 3.814, 3.482], [-1.382, 5.326, 1.862], [-2.520, 5.615, -0.328], [-3.439, 4.593, -2.395], [-3.227, 2.130, -2.707]], "forces_ev_per_angstrom": [[-0.55, 0.28, -0.21], [0.07, 0.05, -0.04], [0.12, -0.25, -0.14], [-0.07, 0.19, 0.24], [-0.18, -0.07, 0.06], [0.07, 0.13, -0.13], [-0.03, 0.00, 0.14], [0.13, -0.09, -0.02], [0.18, -0.15, -0.03], [0.11, -0.22, -0.05], [0.10, -0.07, -0.03], [0.00, 0.05, 0.00], [-0.07, 0.07, 0.04], [0.09, 0.20, 0.03], [-0.04, -0.05, 0.00], [-0.01, 0.02, 0.00], [0.01, 0.00, 0.01], [-0.02, 0.01, -0.06], [-0.04, -0.04, -0.02], [0.05, 0.06, 0.01], [-0.04, -0.03, 0.00], [-0.04, 0.00, 0.00], [-0.01, 0.00, 0.04], [-0.03, -0.02, 0.00], [0.05, 0.00, 0.04], [0.00, 0.01, -0.04], [-0.01, -0.05, 0.08], [0.01, 0.03, 0.05], [0.03, 0.03, -0.05], [0.01, 0.00, 0.00], [0.16, 0.27, -0.17], [-0.01, -0.05, -0.07], [-0.01, -0.02, 0.02], [-0.15, 0.09, 0.45], [0.16, -0.10, -0.07], [-0.07, -0.09, -0.16], [0.03, -0.04, 0.06], [0.02, 0.10, 0.06], [-0.03, -0.18, -0.09], [0.03, 0.06, 0.07], [-0.08, 0.07, -0.10], [-0.03, -0.05, -0.02], [0.10, -0.07, 0.18], [0.02, 0.05, 0.01], [-0.02, 0.00, 0.02], [-0.01, 0.02, -0.01], [0.00, -0.01, -0.02], [-0.02, -0.01, 0.01], [0.03, 0.01, 0.01], [0.02, 0.01, -0.01], [-0.02, 0.00, -0.03], [0.02, 0.01, 0.03], [0.00, -0.05, -0.03], [-0.01, -0.04, -0.02], [0.00, -0.02, 0.01], [0.00, -0.03, -0.01], [-0.01, -0.02, -0.05]], "nbo_charge": [0.79, -0.68, 0.25, -0.18, -0.43, 0.30, -0.78, -0.17, 0.18, -0.22, -0.15, -0.26, 0.08, -0.44, 0.27, 0.24, 0.22, 0.40, 0.40, 0.23, 0.23, 0.23, 0.22, -0.63, -0.01, -0.23, -0.13, -0.36, -0.18, -0.22, 2.34, -0.99, -0.97, -1.03, 0.18, -0.27, -0.16, -0.25, -0.09, -0.11, -0.28, 0.07, -0.46, 0.20, 0.21, 0.22, 0.22, 0.20, 0.21, 0.24, 0.21, 0.23, 0.21, 0.21, 0.22, 0.23, 0.21], "relative_energy_ev": 0.000}

Number 1: E -18773.96032 eV. Number 2: E -8851.75254 eV. Number 3: E -107147.70496 eV. Number 4: E -29375.74565 eV. Number 5: E -63432.12213 eV.